ORCA calculation (ωB97M-V/def2-TZVPD) on 9 unconnected molecules or ions with the total composition C16H51B4N17O14.

Last columns: bonded neighbours and bond lengths (Å).
Atoms and positions in Å:
1 H -3.329 0.902 -6.885  N60 1.004
2 H -0.146 -1.815 2.264  O43 0.959
3 C -3.720 -1.975 1.642  H8 1.088, H9 1.083, O74 1.439, H95 1.090
4 O -1.470 -1.384 -6.228  C17 1.228
5 H 5.223 0.579 2.288  C64 1.086
6 H -0.311 2.339 3.230  C23 1.082
7 H -4.377 2.830 6.834  N65 1.001
8 H -3.522 -2.156 2.697  C3 1.088
9 H -4.710 -2.329 1.385  C3 1.083
10 O 0.569 0.656 -1.596  B59 1.387, B72 1.390
11 C 6.578 0.759 5.071  O12 1.224, N27 1.365, N82 1.364
12 O 7.070 0.024 4.225  C11 1.224
13 H -4.103 2.220 -7.696  N60 1.002
14 H 9.494 -1.762 5.149  N96 1.001
15 H 1.990 -0.003 0.885  C84 1.105
16 H 7.874 -1.473 5.648  N96 1.004
17 C -1.355 -1.775 -5.070  O4 1.228, N53 1.358, N92 1.364
18 H 5.057 -0.486 5.587  N27 1.002
19 H 2.760 -1.590 0.943  C84 1.092
20 H -0.711 3.119 -0.598  C93 1.088
21 H -2.110 -1.454 -8.273  N50 1.007
22 C 8.954 -2.514 7.028  N29 1.372, O81 1.220, N96 1.364
23 C -0.100 1.631 2.440  H6 1.082, H66 1.091, H70 1.089, C88 1.516
24 H 3.699 -0.150 2.774  C64 1.096
25 N 1.329 2.964 0.951  C88 1.272, H97 1.019
26 C -3.596 2.660 -5.778  N60 1.367, O68 1.218, N89 1.370
27 N 5.463 0.410 5.778  C11 1.365, H18 1.002, H69 1.002
28 H -2.923 2.655 -3.859  N89 1.001
29 N 10.208 -3.032 7.237  C22 1.372, H83 1.001, H98 1.001
30 H 7.930 2.258 4.868  N82 1.002
31 C -2.448 -1.841 -10.309  N50 1.364, O61 1.220, N94 1.372
32 H 5.505 -1.791 3.170  C54 1.085
33 H -5.929 -6.010 -6.929  N49 1.002
34 H -3.370 1.443 6.614  N65 1.002
35 H 6.120 -1.530 1.523  C54 1.087
36 N -2.962 -6.766 -5.947  H52 1.001, C73 1.368, H91 1.002
37 H -3.726 -1.239 -8.859  N50 1.002
38 H -0.076 -0.313 -4.473  N92 1.003
39 H -5.269 8.890 5.101  N76 1.002
40 H -4.986 -7.397 -7.347  N49 1.001
41 O -2.117 2.310 4.660  C42 1.223
42 C -3.000 2.911 5.255  O41 1.223, N51 1.361, N65 1.369
43 O -0.846 -2.457 2.132  H2 0.959, B46 1.370
44 H -0.850 -2.436 -11.421  N94 1.001
45 H -7.022 7.316 5.286  N55 1.002
46 B -1.507 -2.208 0.958  O43 1.370, B58 1.707, O74 1.381
47 O -4.835 6.404 3.167  C63 1.218
48 H 4.618 -2.382 1.779  C54 1.090
49 N -5.081 -6.538 -6.841  H33 1.002, H40 1.001, C73 1.365
50 N -2.770 -1.482 -9.034  H21 1.007, C31 1.364, H37 1.002
51 N -3.407 4.159 4.896  C42 1.361, H75 1.001, H77 1.003
52 H -2.824 -7.630 -6.435  N36 1.001
53 N -2.003 -2.876 -4.611  C17 1.358, H78 1.009, H85 1.002
54 C 5.229 -1.559 2.147  H32 1.085, H35 1.087, H48 1.090, C64 1.511
55 N -6.555 6.753 4.601  H45 1.002, C63 1.371, H67 1.002
56 H 2.961 -1.760 -1.334  C100 1.088
57 H -0.447 -2.145 -9.764  N94 1.002
58 B -0.879 -1.317 -0.356  B46 1.707, O80 1.404, O101 1.389
59 B -0.547 0.914 -0.814  O10 1.387, C93 1.563, O101 1.399
60 N -3.677 1.843 -6.871  H1 1.004, H13 1.002, C26 1.367
61 O -3.260 -1.875 -11.219  C31 1.220
62 H 3.222 -0.004 -1.557  C100 1.085
63 C -5.372 7.106 4.005  O47 1.218, N55 1.371, N76 1.368
64 C 4.528 -0.224 2.060  H5 1.086, H24 1.096, C54 1.511, O86 1.425
65 N -3.649 2.363 6.330  H7 1.001, H34 1.002, C42 1.369
66 H 0.737 0.990 2.719  C23 1.091
67 H -6.978 5.894 4.303  N55 1.002
68 O -4.018 3.803 -5.774  C26 1.218
69 H 5.050 0.990 6.482  N27 1.002
70 H -0.977 0.998 2.314  C23 1.089
71 H -3.978 8.583 3.993  N76 1.002
72 B 1.105 -0.591 -1.297  O10 1.390, O80 1.400, C100 1.559
73 C -4.108 -6.023 -6.035  N36 1.368, N49 1.365, O87 1.221
74 O -2.789 -2.703 0.820  C3 1.439, B46 1.381
75 H -4.138 4.660 5.362  N51 1.001
76 N -4.840 8.296 4.417  H39 1.002, C63 1.368, H71 1.002
77 H -2.969 4.585 4.100  N51 1.003
78 H -2.610 -3.372 -5.246  N53 1.009
79 H -0.462 -1.432 -3.210  N92 1.003
80 O 0.254 -1.685 -1.101  B58 1.404, B72 1.400
81 O 8.063 -2.626 7.854  C22 1.220
82 N 7.110 1.979 5.371  C11 1.364, H30 1.002, H99 1.002
83 H 10.955 -2.955 6.575  N29 1.001
84 C 2.820 -0.606 0.474  H15 1.105, H19 1.092, O86 1.398, C100 1.541
85 H -1.927 -3.209 -3.668  N53 1.002
86 O 4.028 0.040 0.751  C64 1.425, C84 1.398
87 O -4.253 -4.970 -5.434  C73 1.221
88 C 0.244 2.330 1.139  C23 1.516, N25 1.272, C93 1.508
89 N -3.002 2.091 -4.683  C26 1.370, H28 1.001, H102 1.003
90 H -1.755 2.167 0.450  C93 1.090
91 H -2.229 -6.414 -5.363  N36 1.002
92 N -0.568 -1.130 -4.161  C17 1.364, H38 1.003, H79 1.003
93 C -0.756 2.222 0.016  H20 1.088, B59 1.563, C88 1.508, H90 1.090
94 N -1.128 -2.168 -10.497  C31 1.372, H44 1.001, H57 1.002
95 H -3.641 -0.903 1.461  C3 1.090
96 N 8.776 -1.868 5.840  H14 1.001, H16 1.004, C22 1.364
97 H 1.904 2.934 1.792  N25 1.019
98 H 10.366 -3.512 8.101  N29 1.001
99 H 6.727 2.596 6.061  N82 1.002
100 C 2.635 -0.762 -1.047  H56 1.088, H62 1.085, B72 1.559, C84 1.541
101 O -1.484 -0.120 -0.715  B58 1.389, B59 1.399
102 H -2.650 1.151 -4.670  N89 1.003

Values from the calculation:
SMILES: [H]/N=C(\C)CB1OB(CCOCC)OB(B(O)OC)O1.NC(N)=O.NC(N)=O.NC(N)=O.NC(N)=O.NC(N)=O.NC(N)=O.NC(N)=O.NC(N)=O
Total energy, eV: -74138.4562
Kohn-Sham gap, eV: 9.53
Largest force on an atom, hartree/bohr: 0.023

Atom charges from the Löwdin analysis, given in e for atoms 1 to 99: atom 1 (H): 0.077, atom 2 (H): 0.094, atom 3 (C): -0.047, atom 4 (O): -0.004, atom 5 (H): 0.110, atom 6 (H): 0.063, atom 7 (H): 0.089, atom 8 (H): 0.091, atom 9 (H): 0.092, atom 10 (O): 0.307, atom 11 (C): -0.674, atom 12 (O): -0.001, atom 13 (H): 0.101, atom 14 (H): 0.095, atom 15 (H): 0.111, atom 16 (H): 0.063, atom 17 (C): -0.662, atom 18 (H): 0.104, atom 19 (H): 0.125, atom 20 (H): 0.125, atom 21 (H): 0.048, atom 22 (C): -0.685, atom 23 (C): -0.024, atom 24 (H): 0.113, atom 25 (N): 0.153, atom 26 (C): -0.687, atom 27 (N): 0.169, atom 28 (H): 0.096, atom 29 (N): 0.140, atom 30 (H): 0.105, atom 31 (C): -0.690, atom 32 (H): 0.059, atom 33 (H): 0.105, atom 34 (H): 0.100, atom 35 (H): 0.084, atom 36 (N): 0.152, atom 37 (H): 0.098, atom 38 (H): 0.114, atom 39 (H): 0.092, atom 40 (H): 0.094, atom 41 (O): 0.013, atom 42 (C): -0.668, atom 43 (O): 0.193, atom 44 (H): 0.096, atom 45 (H): 0.091, atom 46 (B): -0.479, atom 47 (O): 0.020, atom 48 (H): 0.068, atom 49 (N): 0.154, atom 50 (N): 0.158, atom 51 (N): 0.165, atom 52 (H): 0.093, atom 53 (N): 0.178, atom 54 (C): -0.073, atom 55 (N): 0.146, atom 56 (H): 0.117, atom 57 (H): 0.089, atom 58 (B): -0.355, atom 59 (B): -0.528, atom 60 (N): 0.154, atom 61 (O): 0.011, atom 62 (H): 0.124, atom 63 (C): -0.689, atom 64 (C): -0.266, atom 65 (N): 0.147, atom 66 (H): 0.073, atom 67 (H): 0.102, atom 68 (O): 0.020, atom 69 (H): 0.098, atom 70 (H): 0.077, atom 71 (H): 0.104, atom 72 (B): -0.560, atom 73 (C): -0.672, atom 74 (O): 0.013, atom 75 (H): 0.083, atom 76 (N): 0.151, atom 77 (H): 0.100, atom 78 (H): 0.075, atom 79 (H): 0.071, atom 80 (O): 0.257, atom 81 (O): 0.014, atom 82 (N): 0.162, atom 83 (H): 0.087, atom 84 (C): -0.230, atom 85 (H): 0.101, atom 86 (O): -0.128, atom 87 (O): 0.015, atom 88 (C): -0.427, atom 89 (N): 0.152, atom 90 (H): 0.120, atom 91 (H): 0.099, atom 92 (N): 0.188, atom 93 (C): -0.002, atom 94 (N): 0.142, atom 95 (H): 0.094, atom 96 (N): 0.161, atom 97 (H): 0.055, atom 98 (H): 0.097, atom 99 (H): 0.095